Entry 1:
# C6H24BF4N12O6

A 7-piece molecular cluster, C6H24BF4N12O6 overall at a distorted geometry (ωB97M-V/def2-TZVPD, the OMol25 dataset).

Computed properties:
Total charge: -1
LUMO energy in eV: 2.43
HOMO-LUMO gap in eV: 9.21
Highest occupied orbital energy in eV: -6.782

Bonds (Å) are listed after each position.
Element x y z (Å)
1 B -0.57 -0.25 -0.08  F2 1.381, F3 1.348, F4 1.350, F5 1.359
2 F 0.35 0.67 0.39  B1 1.381
3 F -0.73 -1.26 0.79  B1 1.348
4 F -1.82 0.24 -0.21  B1 1.350
5 F -0.12 -0.76 -1.25  B1 1.359
6 C 3.41 -0.77 -1.93  O7 1.170, N8 1.267, N9 1.296
7 O 4.56 -0.65 -2.09  C6 1.170
8 N 2.57 -1.53 -2.51  C6 1.267, H10 1.010, H11 1.010
9 N 2.76 0.11 -1.23  C6 1.296, H12 1.010, H13 1.010
10 H 2.96 -2.04 -3.29  N8 1.010
11 H 1.58 -1.44 -2.37  N8 1.010
12 H 3.34 0.77 -0.75  N9 1.010
13 H 1.76 -0.02 -1.17  N9 1.010
14 C -1.45 0.89 4.28  O15 1.161, N16 1.255, N17 1.280
15 O -1.39 0.14 5.15  C14 1.161
16 N -0.55 1.01 3.40  C14 1.255, H18 1.010, H19 1.010
17 N -2.49 1.56 3.97  C14 1.280, H20 1.010, H21 1.010
18 H -0.84 1.22 2.46  N16 1.010
19 H 0.13 0.26 3.41  N16 1.010
20 H -3.36 1.37 4.44  N17 1.010
21 H -2.35 2.15 3.16  N17 1.010
22 C 0.56 -4.35 0.28  O23 1.236, N24 1.328, N25 1.317
23 O 0.65 -5.57 0.09  C22 1.236
24 N 0.66 -3.41 -0.65  C22 1.328, H26 1.010, H27 1.010
25 N 0.69 -3.87 1.50  C22 1.317, H28 1.010, H29 1.010
26 H 0.47 -2.44 -0.46  N24 1.010
27 H 0.82 -3.81 -1.56  N24 1.010
28 H 0.86 -4.53 2.25  N25 1.010
29 H 0.36 -2.92 1.60  N25 1.010
30 C -3.00 3.36 0.70  O31 1.263, N32 1.307, N33 1.286
31 O -3.80 4.20 1.20  C30 1.263
32 N -3.37 2.41 -0.12  C30 1.307, H34 1.010, H35 1.010
33 N -1.78 3.21 1.07  C30 1.286, H36 1.010, H37 1.010
34 H -2.69 1.70 -0.37  N32 1.010
35 H -4.29 2.03 -0.28  N32 1.010
36 H -1.59 3.86 1.82  N33 1.010
37 H -1.01 2.74 0.62  N33 1.010
38 C 3.04 3.28 0.34  O39 1.227, N40 1.281, N41 1.253
39 O 2.48 3.26 -0.75  C38 1.227
40 N 2.90 2.38 1.24  C38 1.281, H42 1.010, H43 1.010
41 N 3.79 4.20 0.74  C38 1.253, H44 1.010, H45 1.010
42 H 3.53 2.35 2.02  N40 1.010
43 H 2.33 1.60 0.93  N40 1.010
44 H 4.00 4.91 0.06  N41 1.010
45 H 4.04 4.19 1.72  N41 1.010
46 C -1.75 -2.37 -3.78  O47 1.235, N48 1.285, N49 1.336
47 O -0.78 -1.82 -4.29  C46 1.235
48 N -2.10 -2.13 -2.57  C46 1.285, H50 1.010, H51 1.010
49 N -2.56 -3.23 -4.42  C46 1.336, H52 1.010, H53 1.010
50 H -2.88 -2.58 -2.12  N48 1.010
51 H -1.52 -1.42 -2.13  N48 1.010
52 H -2.45 -3.38 -5.41  N49 1.010
53 H -3.33 -3.52 -3.84  N49 1.010

Atom charges from the Mulliken analysis, given in e for atoms 1 to 5: number 1, B, carries 0.6778; number 2, F, carries -0.4526; number 3, F, carries -0.4375; number 4, F, carries -0.4615; number 5, F, carries -0.5961

Entry 2:
# C3H4NO2

An isolated ion of composition C3H4NO2 and charge -1 at a distorted geometry (ωB97M-V/def2-TZVPD, the OMol25 dataset).

Computed properties:
Total charge: -1
LUMO energy (alpha / beta) in eV: 4.49 / 4.48
HOMO-LUMO gap (alpha / beta) in eV: 6.58 / 6.62
Highest occupied orbital energy (alpha / beta) in eV: -2.094 / -2.140

Bonds (Å) are listed after each position.
Element x y z (Å)
1 C -0.55 1.00 0.97  C2 1.325, H7 1.136
2 C 0.04 -0.09 1.43  C1 1.325, O6 1.403, H8 1.106
3 C 0.24 -0.70 -0.92  N4 1.483, O6 1.483, H9 1.123, H10 1.134
4 N -0.34 0.61 -1.30  C3 1.483, O5 1.265
5 O 0.41 1.36 -1.99  N4 1.265
6 O 0.70 -0.88 0.48  C2 1.403, C3 1.483
7 H -1.16 1.83 1.44  C1 1.136
8 H 0.31 -0.53 2.41  C2 1.106
9 H -0.68 -1.32 -1.05  C3 1.123
10 H 1.03 -1.29 -1.48  C3 1.134

Atom charges from the Mulliken analysis, given in e for atoms 1 to 5: number 1, C, carries -0.6577; number 2, C, carries -0.0546; number 3, C, carries -0.2145; number 4, N, carries -0.1592; number 5, O, carries -0.5359

Entry 3:
# C12H24BF2N4O7P

A 2-piece molecular cluster, C12H24BF2N4O7P overall at a distorted geometry (ωB97M-V/def2-TZVPD, the OMol25 dataset).

Computed properties:
LUMO energy in eV: 0.04
HOMO-LUMO gap in eV: 8.38
Highest occupied orbital energy in eV: -8.342

Bonds (Å) are listed after each position.
Element x y z (Å)
1 O -0.39 -2.02 1.99  C2 1.192
2 C -1.26 -2.07 1.18  O1 1.192, O3 1.364, C9 1.513
3 O -1.06 -2.36 -0.14  C2 1.364, C4 1.440
4 C -2.18 -3.18 -0.53  O3 1.440, B5 1.608, C8 1.543, H17 1.104
5 B -2.31 -3.59 -2.08  C4 1.608, O6 1.360, O7 1.379
6 O -1.70 -4.72 -2.53  B5 1.360, H18 0.964
7 O -3.06 -2.83 -2.95  B5 1.379, H19 0.964
8 C -3.43 -2.65 0.21  C4 1.543, C9 1.540, H20 1.086, H21 1.088
9 C -2.74 -1.78 1.28  C2 1.513, C8 1.540, N10 1.477, H22 1.095
10 N -3.36 -1.63 2.62  C9 1.477, C11 1.428, C14 1.415
11 C -2.74 -2.47 3.60  N10 1.428, O12 1.184, F13 1.329
12 O -2.39 -3.59 3.48  C11 1.184
13 F -2.59 -1.82 4.75  C11 1.329
14 C -4.76 -1.80 2.57  N10 1.415, O15 1.180, F16 1.333
15 O -5.51 -0.93 2.30  C14 1.180
16 F -5.19 -3.04 2.83  C14 1.333
17 H -1.98 -4.14 -0.04  C4 1.104
18 H -1.44 -5.27 -1.78  O6 0.964
19 H -3.90 -3.26 -3.12  O7 0.964
20 H -4.10 -2.02 -0.37  C8 1.086
21 H -3.94 -3.54 0.57  C8 1.088
22 H -2.79 -0.77 0.86  C9 1.095
23 C 1.93 4.02 0.70  N24 1.450, H34 1.098, H35 1.092, H36 1.084
24 N 1.04 3.09 0.02  C23 1.450, C25 1.460, P26 1.717
25 C -0.21 2.97 0.76  N24 1.460, H37 1.100, H38 1.089, H39 1.092
26 P 1.53 1.66 -0.79  N24 1.717, O27 1.497, N28 1.735, N31 1.743
27 O 0.35 1.37 -1.66  P26 1.497
28 N 2.72 2.02 -2.01  P26 1.735, C29 1.452, C30 1.460
29 C 3.20 3.37 -2.21  N28 1.452, H40 1.098, H41 1.091, H42 1.092
30 C 2.49 1.37 -3.29  N28 1.460, H43 1.096, H44 1.088, H45 1.093
31 N 2.74 1.18 0.37  P26 1.743, C32 1.472, C33 1.487
32 C 3.96 0.51 -0.11  N31 1.472, H46 1.092, H47 1.092, H48 1.085
33 C 2.12 0.29 1.38  N31 1.487, H49 1.093, H50 1.092, H51 1.089
34 H 2.32 3.62 1.64  C23 1.098
35 H 1.37 4.93 0.93  C23 1.092
36 H 2.76 4.32 0.08  C23 1.084
37 H -0.06 2.54 1.76  C25 1.100
38 H -0.92 2.34 0.23  C25 1.089
39 H -0.68 3.95 0.89  C25 1.092
40 H 2.39 4.09 -2.38  C29 1.098
41 H 3.86 3.40 -3.08  C29 1.091
42 H 3.82 3.71 -1.38  C29 1.092
43 H 1.75 1.89 -3.90  C30 1.096
44 H 2.14 0.34 -3.15  C30 1.088
45 H 3.43 1.31 -3.85  C30 1.093
46 H 3.76 -0.34 -0.76  C32 1.092
47 H 4.52 0.15 0.76  C32 1.092
48 H 4.62 1.20 -0.62  C32 1.085
49 H 1.83 -0.68 0.95  C33 1.093
50 H 1.22 0.74 1.80  C33 1.092
51 H 2.80 0.10 2.21  C33 1.089

Atom charges from the Mulliken analysis, given in e for atoms 1 to 5: number 1, O, carries -0.5963; number 2, C, carries 0.1892; number 3, O, carries -0.4217; number 4, C, carries 0.1687; number 5, B, carries 0.5781

Entry 4:
# C10H10NO3

A 2-piece molecular cluster, C10H10NO3 overall at a distorted geometry (ωB97M-V/def2-TZVPD, the OMol25 dataset).

Computed properties:
2S+1: 2
LUMO energy (alpha / beta) in eV: -1.06 / -2.47
⟨S²⟩: 0.810
HOMO-LUMO gap (alpha / beta) in eV: 8.03 / 6.41
Highest occupied orbital energy (alpha / beta) in eV: -9.088 / -8.878

Bonds (Å) are listed after each position.
Element x y z (Å)
1 C -0.90 0.47 -0.59  C2 1.391, C5 1.486, H11 1.097
2 C -1.74 1.47 -0.10  C1 1.391, C3 1.450, H12 1.093
3 C -2.80 2.01 -0.93  C2 1.450, O4 1.223, H13 1.113
4 O -3.60 2.86 -0.54  C3 1.223
5 C 0.57 0.59 -0.50  C1 1.486, C6 1.405, C10 1.408
6 C 1.36 -0.12 -1.42  C5 1.405, C7 1.395, H14 1.092
7 C 2.55 -0.71 -1.03  C6 1.395, C8 1.396, H15 1.091
8 C 3.03 -0.52 0.27  C7 1.396, C9 1.397, H16 1.091
9 C 2.35 0.35 1.14  C8 1.397, C10 1.394, H17 1.091
10 C 1.17 0.96 0.72  C5 1.408, C9 1.394, H18 1.092
11 H -1.22 0.05 -1.56  C1 1.097
12 H -1.59 1.91 0.88  C2 1.093
13 H -2.86 1.61 -1.97  C3 1.113
14 H 0.92 -0.37 -2.39  C6 1.092
15 H 3.16 -1.24 -1.76  C7 1.091
16 H 3.99 -0.94 0.57  C8 1.091
17 H 2.74 0.53 2.14  C9 1.091
18 H 0.60 1.54 1.45  C10 1.092
19 C -0.63 -1.42 1.14  H20 1.088, H21 1.089, N22 1.421
20 H -0.68 -0.98 2.13  C19 1.088
21 H 0.21 -2.04 0.82  C19 1.089
22 N -1.88 -1.94 0.68  C19 1.421, O23 1.225, O24 1.226
23 O -1.87 -2.56 -0.37  N22 1.225
24 O -2.89 -1.50 1.21  N22 1.226

Atom charges from the Mulliken analysis, given in e for atoms 1 to 5: number 1, C, carries -0.8145; number 2, C, carries 0.1437; number 3, C, carries -0.2362; number 4, O, carries -0.4944; number 5, C, carries 1.0523

Entry 5:
# ClFS2

One molecule with the formula ClFS2 at a distorted geometry (ωB97M-V/def2-TZVPD, the OMol25 dataset).

Computed properties:
LUMO energy in eV: -1.79
HOMO-LUMO gap in eV: 6.14
Highest occupied orbital energy in eV: -7.928

Bonds (Å) are listed after each position.
Element x y z (Å)
1 F -1.15 -1.10 0.35  Cl4 1.641
2 S 1.02 0.92 0.08  S3 1.890, Cl4 2.559
3 S 1.21 -0.83 -0.59  S2 1.890
4 Cl -1.49 0.50 0.29  F1 1.641, S2 2.559

Electronic structure analysis, Mulliken charges in units of e: number 1, F, carries -0.1572; number 2, S, carries -0.0243; number 3, S, carries -0.0404; number 4, Cl, carries 0.2219

Entry 6:
# C7H12

A 2-piece molecular cluster, C7H12 overall (ωB97M-V/def2-TZVPD, the OMol25 dataset).

Computed properties:
LUMO energy in eV: 1.17
HOMO-LUMO gap in eV: 10.64
Highest occupied orbital energy in eV: -9.465

Bonds (Å) are listed after each position.
Element x y z (Å)
1 C 1.53 -1.19 0.38  C2 1.329, H7 1.087, H8 1.085
2 C 0.51 -0.83 1.15  C1 1.329, C3 1.502, H9 1.090
3 C -0.13 0.52 1.31  C2 1.502, C4 1.538, H10 1.097, H11 1.100
4 C -1.58 0.44 0.83  C3 1.538, C5 1.504, C6 1.501, H12 1.095
5 C -2.01 -0.32 -0.40  C4 1.504, C6 1.294, H13 1.079
6 C -2.27 -0.89 0.73  C4 1.501, C5 1.294, H14 1.078
7 H 1.76 -2.24 0.24  C1 1.087
8 H 2.15 -0.48 -0.16  C1 1.085
9 H -0.03 -1.62 1.67  C2 1.090
10 H 0.42 1.31 0.78  C3 1.097
11 H -0.14 0.82 2.37  C3 1.100
12 H -2.18 1.31 1.13  C4 1.095
13 H -2.07 -0.34 -1.47  C5 1.079
14 H -2.64 -1.74 1.28  C6 1.078
15 C 1.34 1.05 -1.97  H16 1.093, H17 1.093, H18 1.091, H19 1.093
16 H 2.37 0.70 -2.01  C15 1.093
17 H 1.23 1.76 -1.15  C15 1.093
18 H 1.08 1.55 -2.91  C15 1.091
19 H 0.67 0.20 -1.80  C15 1.093

Atom charges from the Mulliken analysis, given in e for atoms 1 to 5: number 1, C, carries -0.7760; number 2, C, carries -0.2807; number 3, C, carries -0.1926; number 4, C, carries -0.4156; number 5, C, carries -0.2414